C14H16N2O4S | the ωB97M-V functional and the def2-TZVPD basis

XYZ file:
```
37
Properties=species:S:1:pos:R:3:mulliken_charge:R:1
C 3.21168 1.09431 2.43966 -0.6198
O 2.73599 1.83329 1.32794 -0.5064
C 1.52883 1.55547 0.78454 0.5792
C 1.37878 1.95743 -0.54280 -0.6277
C 0.22419 1.69420 -1.25382 -0.7468
C -0.79482 1.01761 -0.62018 -0.2515
S -2.20146 0.44763 -1.55778 1.3525
O -3.20141 -0.05106 -0.66122 -0.6914
O -2.55285 1.42102 -2.54492 -0.7307
N -1.61808 -0.87166 -2.40729 -0.2727
C -1.31600 -2.06027 -1.64829 -1.4451
C -0.06689 -1.98604 -0.80502 1.0256
C 1.11539 -1.43643 -1.28879 -0.0858
C 2.21329 -1.36118 -0.44686 -0.5569
N 2.21024 -1.80768 0.79726 -0.5116
C 1.09867 -2.36213 1.24983 -0.5548
C -0.06052 -2.47032 0.49907 -0.3262
C -0.70663 0.66278 0.71101 -0.3203
C 0.43924 0.93986 1.44401 0.5374
O 0.56502 0.64889 2.76934 -0.3821
C -0.53255 0.07330 3.43924 -0.8963
H 4.27355 1.33085 2.49993 0.3012
H 2.71717 1.39360 3.36478 0.2218
H 3.08167 0.02162 2.27993 0.2412
H 2.21203 2.46590 -1.00076 0.4470
H 0.10738 1.99825 -2.28117 0.4587
H -0.93151 -0.59951 -3.09177 0.3153
H -1.23826 -2.90386 -2.34442 0.3511
H -2.18586 -2.21957 -1.00728 0.4818
H 1.18363 -1.06393 -2.29958 0.3362
H 3.14345 -0.92376 -0.78402 0.4293
H 1.14337 -2.72801 2.26772 0.4532
H -0.94903 -2.91813 0.91814 0.4109
H -1.56050 0.17189 1.14669 0.6675
H -1.41103 0.72386 3.40044 0.3767
H -0.78620 -0.90754 3.02752 0.2899
H -0.21006 -0.04014 4.47313 0.2496
```

Computed properties:
Electronic energy ... -36781.72157 eV
LUMO energy ... 0.01869 Ha
F_max ... 0.017 Eh/bohr
HOMO-LUMO gap ... 9.03 eV
E_HOMO ... -0.31315 Ha
Spin multiplicity ... 1
ΔE to the lowest compared entry with this formula, charge and spin ... 61.50 kcal per mole

***

C18H55N9O4P3Y | the ωB97M-V functional and the def2-TZVPD basis

XYZ file:
```
90
Properties=species:S:1:pos:R:3:mulliken_charge:R:1
Y 0.89542 0.14605 3.14871 1.9395
O -0.43036 0.85610 1.59196 -0.6729
H -0.92998 1.13255 0.82352 0.3544
O 3.77926 4.58465 -2.46819 -0.8745
P 2.34249 4.71722 -2.12633 0.2608
N 1.91286 3.87983 -0.71487 0.5935
C 0.53291 3.51522 -0.38563 -0.6670
C 2.77536 3.93453 0.44413 -1.0370
N 1.23427 4.18992 -3.22578 0.2421
C 1.01814 4.96212 -4.44669 -1.0141
C 1.28535 2.74062 -3.57368 -0.8745
N 1.87569 6.30462 -1.84047 0.3014
C 0.50028 6.62810 -1.49153 -1.0711
C 2.82751 7.26417 -1.29834 -0.9595
H 0.48959 2.42720 -0.25138 -0.3354
H -0.16623 3.87414 -1.13597 0.4606
H 0.15702 3.89254 0.57139 0.3936
H 3.64398 3.26381 0.46439 0.1548
H 2.17813 3.85030 1.35256 0.4050
H 3.26020 4.91747 0.47441 0.1988
H 1.92717 5.25053 -4.98539 0.3575
H 0.37331 4.42253 -5.13363 0.3905
H 0.52765 5.92503 -4.28070 0.3100
H 0.65208 2.51645 -4.42500 0.4982
H 2.30354 2.51493 -3.90740 0.3319
H 1.01758 2.13313 -2.70981 0.0174
H -0.27957 6.16100 -2.09328 0.2977
H 0.26053 6.45309 -0.43569 0.2727
H 0.30846 7.69295 -1.63786 0.4145
H 2.47371 8.28696 -1.43527 0.3691
H 3.79348 7.30613 -1.80084 0.2720
H 2.96023 7.01593 -0.24097 0.3103
O 2.08870 -1.04040 1.63821 -0.6227
P 2.75236 -1.58780 0.39333 0.0351
N 3.78467 -0.53967 -0.38088 0.5282
C 3.30165 0.43054 -1.36669 -1.1884
C 5.06271 -0.16675 0.26049 -1.0344
N 1.70930 -2.08892 -0.82330 0.5308
C 2.12203 -2.69711 -2.05427 -1.1918
C 0.25424 -1.94940 -0.57912 -1.1329
N 3.72094 -2.93417 0.68589 0.2839
C 4.68189 -3.49298 -0.26358 -1.0659
C 3.52305 -3.76114 1.87703 -1.0141
H 3.03462 -0.04089 -2.31576 0.2199
H 4.05423 1.17357 -1.61845 0.5784
H 2.40097 0.94391 -1.01653 0.2231
H 4.91221 0.61087 1.01312 0.2486
H 5.74399 0.17863 -0.51237 0.4102
H 5.49138 -1.05377 0.72630 0.4032
H 1.59988 -2.33508 -2.94615 0.4126
H 3.15411 -2.48476 -2.32739 0.3984
H 1.95538 -3.77849 -2.04125 0.3523
H -0.31618 -2.31842 -1.42598 0.5155
H 0.03280 -2.59666 0.27574 0.3220
H 0.02715 -0.90639 -0.35644 0.2502
H 5.05466 -2.77978 -0.99191 0.3608
H 5.49463 -4.02714 0.22798 0.3431
H 4.15823 -4.27129 -0.82704 0.3257
H 4.46025 -3.95018 2.40194 0.3192
H 3.11186 -4.73257 1.59063 0.3471
H 2.82343 -3.27250 2.55493 0.1980
O -4.65042 -3.71096 -0.19123 -0.9116
P -4.66061 -3.20240 1.18349 0.3250
N -4.18447 -1.61360 1.46755 0.2682
C -2.76274 -1.28496 1.47927 -0.5952
C -5.02099 -0.49420 0.97492 -1.1695
N -3.72902 -4.16138 2.20628 0.2778
C -3.32297 -5.50133 1.75893 -1.0585
C -3.28565 -3.74705 3.53975 -0.8432
N -6.23070 -3.15595 1.77412 0.2905
C -7.29231 -3.99332 1.17988 -0.9766
C -6.48716 -2.75080 3.15614 -0.9801
H -2.56274 -0.44822 0.81482 0.2426
H -2.24250 -2.13345 1.02230 0.2420
H -2.45470 -1.14914 2.52438 -0.0209
H -5.03679 0.23993 1.77861 0.3296
H -6.02762 -0.82343 0.72776 0.3891
H -4.59628 -0.17995 0.01958 0.3771
H -2.72236 -5.45477 0.84518 0.3191
H -2.63256 -5.89983 2.49910 0.4399
H -4.16582 -6.13495 1.49205 0.2603
H -3.15670 -4.59462 4.20900 0.4386
H -2.27877 -3.30815 3.43833 0.1073
H -3.93118 -2.97388 3.94636 0.3313
H -7.11714 -5.03929 1.44023 0.3215
H -8.31780 -3.70062 1.38596 0.3491
H -7.15388 -3.91998 0.10095 0.3306
H -6.00869 -1.81419 3.43485 0.2372
H -6.11475 -3.58824 3.76593 0.3210
H -7.54787 -2.75232 3.40063 0.3617
```

Computed properties:
Electronic energy ... -70056.58123 eV
LUMO energy ... -0.35047 Ha
F_max ... 0.126 Eh/bohr
HOMO-LUMO gap ... 2.54 eV
Charge ... +2
E_HOMO ... -0.44394 Ha
Spin multiplicity ... 1
ΔE to the lowest compared entry with this formula, charge and spin ... 116.11 kcal per mole

***

C23H24N4O5S | the ωB97M-V functional and the def2-TZVPD basis

XYZ file:
```
57
Properties=species:S:1:pos:R:3:mulliken_charge:R:1
C -4.99230 0.02131 4.66891 -0.8356
H -4.31365 0.22011 5.38855 0.3849
O -5.27179 0.92179 3.80033 -0.3861
C -4.24728 1.30454 2.78201 0.2621
C -4.67039 2.32611 1.77884 -0.9042
C -3.59944 2.92072 0.92303 -0.2984
C -2.28605 2.43645 0.75614 0.0206
C -2.06220 1.08246 1.66048 -0.6599
C -2.89273 0.60867 2.61963 1.3887
O -2.62147 -0.29773 3.47835 -0.6828
C -1.11834 -0.90858 3.59576 -1.3669
H -0.45458 -0.19014 3.71304 0.4404
H -1.35878 -1.60032 4.05697 0.8312
H -0.95810 -1.24129 2.58168 0.3474
H -1.10886 0.65922 1.54600 0.6302
C -1.36046 2.91600 -0.19070 0.6558
O -1.56249 4.10603 -0.61718 -0.7523
N -0.53957 2.01145 -0.75046 0.0507
H -0.60567 0.89468 -0.25725 -0.0404
C 0.50312 2.44393 -1.59585 -1.1020
C 1.74892 1.80709 -1.32647 0.9013
N 2.97419 1.73608 -1.99002 -0.5826
N 3.80540 1.09199 -1.19709 -0.1505
C 3.40171 1.09509 -0.04841 0.3105
O 1.96298 1.21295 0.05709 -0.1714
S 3.92460 0.17418 1.30503 -0.2567
C 2.57469 -0.97556 1.45703 -0.6992
C 1.66249 -1.24628 0.60387 -0.1548
O 0.63622 -0.58088 0.61278 -0.6244
N 2.03467 -1.61317 -0.69380 0.1045
C 1.27544 -1.60388 -1.79842 1.0009
C -0.16669 -1.55758 -1.90546 -0.5286
C -0.84480 -1.11266 -2.91018 -0.0416
C -0.23310 -0.81624 -4.27283 -0.9444
C 1.18722 -0.95679 -4.28685 -1.5372
C 1.98595 -1.37245 -2.90268 0.5498
C 3.30057 -1.70464 -3.19193 -0.1471
H 4.08303 -0.47051 -2.73032 0.2984
C 3.71933 -2.75901 -2.21255 -1.1160
C 3.54034 -2.35020 -0.74775 -0.9002
H 3.34261 -3.02977 -0.13176 0.8208
H 4.38002 -1.51460 -0.42556 0.3598
H 3.14103 -3.57595 -2.62519 0.3267
H 4.72466 -2.96747 -2.41630 0.5369
H 3.77263 -1.89556 -4.21716 0.3382
H 1.54717 -0.76207 -5.12003 0.7659
H -0.83988 -0.46477 -5.06167 0.4533
H -2.06613 -0.92875 -2.94099 0.1598
H -0.68379 -1.80091 -0.86137 0.0357
H 3.32127 -2.02663 1.79122 0.3604
H 2.10321 -0.78959 2.52955 0.3312
H 0.17644 1.96616 -2.63804 0.0888
H 0.18911 3.40745 -1.52866 0.8106
H -3.93954 3.82222 0.37557 0.3804
H -5.55710 2.95746 2.11881 0.2827
H -4.69069 -0.89186 4.31685 0.3192
H -5.97314 -0.13831 5.07540 0.3353
```

Computed properties:
Electronic energy ... -51254.56468 eV
LUMO energy ... -0.01478 Ha
F_max ... 0.309 Eh/bohr
HOMO-LUMO gap ... 7.65 eV
E_HOMO ... -0.29574 Ha
Spin multiplicity ... 1
ΔE to the lowest compared entry with this formula, charge and spin ... 480.13 kcal per mole